A cluster of 10 separate species, C43H76N4O13 in total in a non-equilibrium geometry. Source: the OMol25 dataset; level of theory: ωB97M-V with the def2-TZVPD basis set.

Computed properties:
HOMO level: -9.2786 eV
Spin multiplicity: 1
DFT total energy: -2880.82363 Ha
LUMO: 0.59 eV

Structure (XYZ):
```
136
Properties=species:S:1:pos:R:3:forces:R:3
C -0.3891 -2.2342 3.5623 -2.03 0.07 1.22
O -0.6140 -2.3394 2.1322 -0.05 -0.22 1.58
C 0.3524 -1.7812 1.4669 1.13 0.52 -1.54
O 1.3056 -1.1793 1.9198 -0.55 -0.27 -0.07
O 0.1555 -2.0121 0.1543 -1.11 -0.54 0.85
C 1.3249 -1.9409 -0.6276 0.43 0.20 1.49
H -1.2288 -2.8074 4.0400 1.02 0.25 -0.74
H -0.5536 -1.2111 3.9241 0.23 -0.05 -0.44
H 0.5884 -2.5507 3.9363 -0.18 -0.23 -0.64
H 2.1226 -2.0938 0.0879 0.75 0.37 -0.44
H 1.3244 -0.9905 -1.0888 0.47 0.97 -0.67
H 1.3479 -2.7199 -1.3293 -0.42 -0.95 -1.03
C 2.4717 0.3654 4.8619 0.32 -0.16 1.08
C 2.0778 0.5195 6.2072 0.71 -0.57 -1.25
C 2.1927 -0.6166 7.0364 -1.55 -0.22 0.66
N 2.4470 -1.8737 6.5930 0.45 2.14 0.06
C 2.8331 -1.9185 5.3153 0.60 -1.94 0.96
C 2.9165 -0.8733 4.4520 -0.41 0.73 -0.18
H 2.5766 1.1894 4.1729 -0.43 0.26 0.03
H 1.7326 1.5206 6.4495 0.09 -0.38 0.83
H 1.9172 -0.5776 8.1174 0.26 0.19 -1.00
H 3.2105 -2.9065 5.0495 -0.29 0.09 -0.43
H 3.2371 -1.0243 3.4542 0.32 -0.17 -0.70
C -2.1457 -4.6240 -1.1100 -1.06 0.22 -1.01
C -3.0242 -3.4998 -1.2715 3.45 -1.30 2.43
C -3.9584 -3.5163 -2.2287 -1.77 1.50 0.23
N -4.1517 -4.5271 -3.0261 0.72 -0.62 -2.10
C -3.1788 -5.4310 -3.0795 -1.31 -1.43 0.28
C -2.1958 -5.6116 -2.1078 -0.55 1.05 0.66
H -1.5430 -4.7035 -0.2090 0.14 0.08 -0.32
H -2.8451 -2.7243 -0.5366 -0.48 0.36 -0.32
H -4.6784 -2.6977 -2.2946 0.03 -0.21 0.04
H -3.3855 -6.2279 -3.8005 0.40 0.17 0.05
H -1.6802 -6.5592 -2.1012 0.48 0.16 0.09
C 3.1998 3.8501 -3.8717 -0.97 0.91 1.98
C 2.0904 3.9221 -2.9726 2.65 0.47 -0.24
C 1.1804 2.9145 -3.0419 -2.17 0.83 0.17
N 1.1675 2.0123 -4.0189 -0.31 -0.78 -0.04
C 2.1462 2.0051 -4.8876 0.92 -0.35 -0.31
C 3.2459 2.8845 -4.8048 -0.14 -0.88 -2.61
H 3.9845 4.5671 -3.7262 0.28 0.31 -0.27
H 2.1731 4.7348 -2.2416 -0.72 -0.52 -0.02
H 0.2474 2.9428 -2.4384 0.95 -0.15 -0.19
H 2.1058 1.2303 -5.6696 0.00 0.45 0.29
H 3.9746 2.9008 -5.6526 -0.39 -0.23 1.12
C -2.8045 -4.3172 5.9023 1.01 -0.22 0.14
C -3.2944 -3.0543 6.1471 -0.72 1.36 0.46
C -2.4073 -2.0160 6.4993 1.80 -3.00 0.04
N -1.0288 -2.2026 6.6302 -2.85 0.77 -0.22
C -0.6157 -3.4355 6.4018 -0.08 -0.29 -0.16
C -1.4255 -4.5013 6.0638 -1.26 -0.93 -0.38
H -3.4521 -5.1395 5.6207 0.04 0.04 0.08
H -4.3971 -2.8432 6.1705 1.25 -0.19 -0.26
H -2.8593 -1.1310 6.8117 -0.07 1.76 0.24
H 0.4323 -3.6286 6.4369 0.78 0.20 0.32
H -1.0229 -5.5079 5.9246 0.12 0.45 0.02
C -3.1064 3.6355 1.0766 -2.16 -0.29 -1.52
O -4.2366 2.8199 1.3430 0.37 -0.11 0.40
C -4.0073 1.8454 2.3968 -0.37 0.26 -2.15
C -4.1218 0.4737 1.7046 -1.80 -0.87 3.25
O -3.8821 -0.4973 2.7701 0.52 0.13 -0.79
C -4.2403 -1.8486 2.4396 -0.31 1.49 0.89
H -3.4178 4.3972 0.3596 0.00 -0.05 0.03
H -2.3450 3.0653 0.6350 1.40 -0.84 -0.60
H -2.7989 4.1026 1.9400 0.96 1.14 2.07
H -4.8085 2.0635 3.0760 -0.26 -0.52 0.74
H -3.0358 1.9784 2.8789 -0.03 -0.07 -0.06
H -3.4329 0.3566 0.9170 0.86 -0.10 -1.15
H -5.1756 0.2538 1.4034 0.68 0.66 -0.38
H -5.3401 -1.9081 2.4902 0.25 -0.45 0.16
H -3.7135 -2.4458 3.1865 -0.41 -0.25 -0.15
H -3.9397 -2.1237 1.4517 0.43 -0.20 -0.75
C 4.3955 0.3988 1.0663 -0.70 -1.07 0.52
O 5.3365 0.9182 0.1816 0.60 -0.30 -0.28
C 4.7406 1.4444 -0.9790 -0.28 0.36 0.80
C 4.0698 0.3667 -1.8196 -1.51 -0.59 1.66
O 4.6387 -0.9047 -1.7223 0.86 -0.32 -0.39
C 6.0209 -1.1205 -1.9823 1.11 1.43 0.60
H 4.9293 -0.0201 1.9317 -0.11 0.47 -0.14
H 3.7718 -0.4524 0.6854 0.57 0.68 -0.11
H 3.7007 1.1916 1.3531 -0.13 0.04 0.38
H 5.5317 1.9283 -1.5354 0.24 0.19 -0.11
H 4.0119 2.2244 -0.6231 0.44 -0.50 -0.83
H 3.9985 0.7038 -2.8277 -0.26 0.30 -1.02
H 3.0530 0.1089 -1.3950 0.77 0.97 -0.75
H 6.0373 -2.0544 -2.5312 0.53 -0.16 0.09
H 6.5675 -1.1237 -1.0009 -0.45 -0.56 -0.80
H 6.6290 -0.3177 -2.5484 -1.52 -0.89 0.32
C 1.4592 -4.2871 -3.6078 -1.64 0.06 -1.12
O 0.3504 -3.3832 -3.6842 -0.04 0.14 0.40
C -0.5711 -3.6702 -4.7493 0.82 1.12 0.58
C -1.6286 -2.5626 -4.9249 1.80 1.20 1.74
O -1.4625 -1.4877 -5.8303 1.19 -0.06 -0.20
C -0.3224 -0.6417 -5.5789 -0.64 1.31 -1.77
H 1.1376 -5.2423 -3.1894 0.01 -0.26 -0.27
H 2.2165 -3.9070 -2.9766 0.65 0.78 0.73
H 1.8703 -4.3755 -4.6171 0.17 -0.45 0.04
H -1.0916 -4.5899 -4.6004 -0.53 -0.80 0.66
H 0.0418 -3.8704 -5.5935 0.38 0.24 -1.46
H -1.8037 -2.0966 -3.9255 0.13 -0.63 -0.24
H -2.4894 -3.0669 -5.1940 -2.00 -0.73 -0.79
H 0.4594 -0.7321 -6.3841 -0.87 -0.10 0.45
H 0.1843 -0.8355 -4.6734 0.27 -0.44 1.30
H -0.6649 0.4449 -5.5633 0.35 -1.38 -0.03
C 2.5862 8.0685 0.0403 0.48 0.18 0.65
O 2.9249 6.6962 0.0496 0.40 -0.27 -0.27
C 2.9422 6.0723 1.3377 -0.12 0.23 -2.05
C 2.6421 4.6085 1.1749 0.64 0.01 -0.65
O 1.3821 4.2823 0.5920 0.52 0.55 0.27
C 1.2898 2.9293 0.2266 0.78 -1.67 0.82
H 1.5003 8.1537 0.1879 0.23 0.35 0.41
H 2.7966 8.5124 -0.9456 0.17 -0.43 0.31
H 3.2122 8.6088 0.8187 -0.98 -0.28 -0.76
H 2.1919 6.5013 1.9331 -1.09 0.84 1.10
H 3.9257 6.2067 1.8062 -0.12 -0.15 0.05
H 2.8069 4.2611 2.1892 -0.36 -0.97 0.28
H 3.4178 4.2183 0.5159 0.24 -0.35 0.06
H 2.1639 2.4856 -0.3499 -0.99 1.08 0.28
H 0.3619 2.7320 -0.2973 -0.01 0.42 -0.22
H 1.2485 2.2621 1.1179 0.00 0.41 -0.08
C -4.7969 3.2680 -1.9200 -0.56 -2.42 -1.77
O -3.7584 2.3276 -2.2774 0.05 0.98 0.30
C -4.2838 1.0221 -2.3609 -0.58 1.49 -0.17
C -3.2616 0.0235 -2.7131 1.37 1.42 -0.45
O -2.3506 -0.0658 -1.6300 0.40 -0.65 0.26
C -1.2449 0.8290 -1.7531 -0.27 0.04 -2.18
H -5.6758 3.0264 -2.5937 0.56 0.41 0.72
H -4.4594 4.2327 -2.2075 0.36 0.92 0.36
H -5.0886 3.0764 -0.8983 -0.07 0.54 0.44
H -5.0307 1.0911 -3.1444 -0.67 -0.55 -0.19
H -4.7262 0.7774 -1.3939 -0.28 -0.31 0.05
H -2.7314 0.2705 -3.6691 -0.30 -0.02 0.64
H -3.8224 -0.8543 -2.9112 0.02 -1.43 0.24
H -0.6324 0.5427 -2.6466 -0.03 -0.16 0.81
H -0.6455 0.8418 -0.8517 -0.13 -0.17 0.22
H -1.6024 1.8268 -2.0605 0.07 -0.14 0.74
```
Forces are in eV/Å.